C18H13AuI2N4 | ωB97M-V with the def2-TZVPD basis set

Cartesian coordinates (Å):
Au (0.014493, 0.015075, -0.050796)
N (7.090104, 0.100763, 7.472606)
C (6.312400, 0.079228, 6.628172)
C (5.326552, 0.065232, 5.591268)
C (4.559161, -1.079576, 5.380613)
C (3.621311, -1.094741, 4.363472)
C (3.453502, 0.024412, 3.551037)
C (4.226138, 1.163903, 3.763330)
C (5.146803, 1.196010, 4.795189)
C (2.446704, 0.012691, 2.457302)
C (1.103919, 0.071929, 2.816945)
C (0.611714, 0.177839, 4.143292)
C (-0.765043, 0.194774, 4.079213)
C (-1.095491, 0.106663, 2.721871)
N (0.008335, 0.038349, 1.966077)
C (2.933619, -0.054685, 1.157630)
C (4.292858, -0.191616, 0.758839)
C (4.324681, -0.221316, -0.618374)
C (2.992637, -0.107094, -1.053699)
N (2.179591, -0.013560, -0.005009)
H (4.700791, -1.950024, 6.005305)
H (3.027938, -1.983032, 4.187908)
H (4.081582, 2.038117, 3.141398)
H (5.728045, 2.087564, 4.982263)
H (1.229083, 0.245512, 5.022410)
H (-1.470202, 0.261344, 4.889590)
H (-2.088478, 0.091855, 2.303923)
H (5.124938, -0.273837, 1.437311)
H (5.181380, -0.314174, -1.263540)
H (2.635048, -0.088318, -2.070793)
I (-2.657554, -1.793491, -0.129396)
C (-3.827306, 0.001929, -0.166065)
I (-2.667864, 1.804085, -0.211465)
H (-4.439877, 0.020364, 0.729078)
H (-4.440554, -0.020273, -1.060294)
N (-0.093495, 0.005003, -3.170489)
C (-0.071284, 0.003607, -2.029864)
H (-0.126840, 0.006328, -4.180507)

Atomic forces in eV per Å
0.91 -0.02 1.21
-0.01 -0.02 -0.07
0.14 0.05 0.32
-0.15 0.00 -0.18
0.04 0.06 -0.09
-0.11 0.01 -0.04
0.10 -0.01 0.11
-0.12 0.05 -0.02
0.01 -0.13 -0.03
0.14 -0.05 0.09
0.24 0.05 0.55
0.14 0.02 -0.42
-0.19 -0.08 -0.44
-0.50 0.05 0.56
0.31 -0.06 -0.85
0.35 -0.05 0.22
-0.58 0.06 0.06
-0.49 0.04 -0.26
0.54 -0.16 -0.67
-1.95 0.15 0.34
0.03 0.00 0.01
-0.01 -0.01 0.03
0.03 0.01 -0.01
0.04 -0.01 0.00
0.04 -0.02 0.02
-0.01 0.01 0.02
0.06 0.02 -0.07
0.00 0.04 0.06
0.01 0.02 -0.02
0.01 -0.01 0.03
0.31 0.66 -0.04
0.06 -0.01 -0.03
0.34 -0.66 -0.01
0.06 0.00 0.02
0.05 0.00 -0.02
-0.07 -0.01 -0.11
0.25 0.01 -0.31
-0.01 0.00 0.02

Results
Kohn-Sham gap (spin up / spin down) in eV: 4.00 / 3.99
HOMO (spin up / spin down) in eV: -14.29 / -14.29
E_LUMO (spin up / spin down) in eV: -10.3 / -10.3
Net charge: +2



H8O4 | ωB97M-V with the def2-TZVPD basis set

Cartesian coordinates (Å):
O (-1.400765, -0.874952, -1.378218)
H (-1.092825, -1.744876, -1.199627)
H (-0.685281, -0.270499, -1.249013)
O (0.971488, 0.903473, -1.089074)
H (0.715721, 1.432059, -0.232851)
H (0.797999, 1.680334, -1.751400)
O (-0.175261, -1.447392, 1.176626)
H (-1.102284, -1.575650, 0.977069)
H (0.284442, -1.635579, 0.305397)
O (0.237887, 1.439627, 1.421472)
H (1.129511, 1.626442, 1.715942)
H (0.319367, 0.467015, 1.303672)

Atomic forces in eV per Å
-1.69 0.22 -0.40
0.44 -0.96 -0.09
1.17 0.75 0.09
-1.22 3.78 -0.27
0.42 -1.49 -1.44
0.62 -2.41 1.34
1.48 -0.34 -1.33
-0.42 0.16 -0.07
-0.72 0.32 1.65
0.43 -0.70 -0.18
0.31 0.56 0.43
-0.81 0.10 0.27

Results
Kohn-Sham gap in eV: 11.98
HOMO in eV: -11.43
E_LUMO in eV: 0.6
Net charge: 0
SMILES: O.O.O.O



C3H6O2S | ωB97M-V with the def2-TZVPD basis set

Cartesian coordinates (Å):
C (-1.550215, 0.073919, 0.024047)
C (-0.005697, -0.518459, 0.070382)
C (1.120039, 0.405238, -0.367778)
O (0.032190, -1.880993, -0.254307)
O (0.731260, 1.696055, -0.228372)
S (-0.760475, -0.036167, 1.674543)
H (-1.577275, 0.971498, -0.532805)
H (-2.244911, -0.665789, -0.336763)
H (1.306961, 0.248600, -1.435124)
H (2.264972, 0.280411, 0.129841)
H (0.153669, -2.391867, 0.498498)
H (0.529483, 1.817555, 0.757840)

Atomic forces in eV per Å
3.72 -1.57 -0.19
-2.86 0.14 0.85
2.99 -1.40 -0.15
0.16 2.10 -2.08
-0.65 2.10 2.18
-0.51 -0.23 -0.97
-0.20 1.26 0.23
-0.15 -0.36 0.56
-0.10 -0.18 0.04
-3.11 -0.44 -0.79
0.44 -1.39 2.22
0.26 -0.04 -1.89

Results
Kohn-Sham gap in eV: 10.20
HOMO in eV: -9.59
E_LUMO in eV: 0.6
Net charge: 0
SMILES: OC[C@]1(O)CS1



C30H45As3N3OPdSe | ωB97M-V with the def2-TZVPD basis set

Cartesian coordinates (Å):
Pd (0.019175, 0.935480, -0.334962)
C (-0.169539, 0.170728, 3.650966)
As (-0.855098, 0.294206, 1.855228)
C (-1.632533, -1.463993, 1.683861)
C (-2.473415, 1.362707, 2.036227)
C (-2.351657, 2.891106, 2.124792)
C (-1.326611, 3.284976, 3.200059)
C (-1.982330, 3.561476, 0.789344)
As (-0.181407, 3.320911, 0.086150)
C (0.892820, 4.592542, 1.055483)
C (-0.358044, 4.236598, -1.604312)
C (-3.714825, 3.462987, 2.589147)
As (-5.486027, 3.143454, 1.762972)
C (-5.125751, 2.766033, -0.123013)
C (-5.826674, 1.293309, 2.314289)
H (0.368935, 1.066657, 3.939780)
H (0.494352, -0.687872, 3.715708)
H (-1.030941, 0.024825, 4.299950)
H (-2.404828, -1.580163, 2.443563)
H (-0.859098, -2.214940, 1.829263)
H (-2.058132, -1.562840, 0.691138)
H (-2.976661, 0.999342, 2.935402)
H (-3.078118, 1.066939, 1.181444)
H (-0.321289, 2.927861, 2.971580)
H (-1.602028, 2.876006, 4.174455)
H (-1.268227, 4.370319, 3.304314)
H (-2.133655, 4.639421, 0.890809)
H (-2.618248, 3.216638, -0.021591)
H (0.294986, 5.495910, 1.160747)
H (1.787469, 4.806127, 0.475865)
H (1.176590, 4.217455, 2.032434)
H (-0.808476, 5.213452, -1.432892)
H (-0.986293, 3.638408, -2.255819)
H (0.623382, 4.359372, -2.055674)
H (-3.633735, 4.551969, 2.633313)
H (-3.895546, 3.143177, 3.621497)
H (-4.760578, 3.656643, -0.633574)
H (-6.088565, 2.500749, -0.561584)
H (-4.432288, 1.937233, -0.277010)
H (-5.678429, 1.195751, 3.391274)
H (-5.201886, 0.569847, 1.791468)
H (-6.873209, 1.077183, 2.100219)
Se (-1.758373, 0.455401, -1.920597)
C (-2.706654, -0.212806, -3.413750)
C (-2.236009, 0.014343, -4.707180)
C (-2.964062, -0.464514, -5.789209)
C (-4.146859, -1.165501, -5.580088)
C (-4.607071, -1.391563, -4.287803)
C (-3.891748, -0.914101, -3.197574)
H (-1.314472, 0.558256, -4.863724)
H (-2.604549, -0.291380, -6.796570)
H (-4.710857, -1.536422, -6.426801)
H (-5.527877, -1.940602, -4.126619)
H (-4.249656, -1.082408, -2.190019)
C (2.906590, -6.644514, 0.252627)
C (3.903855, -5.512418, 0.211405)
C (4.982470, -5.523726, -0.663877)
C (5.882972, -4.467565, -0.718402)
C (5.733059, -3.374679, 0.123379)
N (6.685311, -2.322209, 0.026128)
C (6.570697, -1.000064, 0.379735)
O (7.525821, -0.327716, 0.698364)
N (5.280985, -0.461856, 0.405232)
C (4.222651, -0.669204, -0.497487)
C (4.304331, -1.426663, -1.660564)
C (3.176864, -1.551100, -2.451520)
C (2.007052, -0.906500, -2.092198)
N (1.928716, -0.153082, -0.991296)
C (3.012300, -0.052274, -0.215273)
C (4.677713, -3.355556, 1.025693)
C (3.777185, -4.410719, 1.052917)
H (3.240819, -7.489353, -0.349857)
H (1.934222, -6.329424, -0.132253)
H (2.752097, -7.003120, 1.271621)
H (5.121145, -6.371097, -1.327374)
H (6.706444, -4.491135, -1.425801)
H (7.648544, -2.591024, -0.099565)
H (5.291114, 0.424860, 0.884146)
H (5.231846, -1.906524, -1.944916)
H (3.208119, -2.140741, -3.358247)
H (1.108224, -0.976058, -2.688513)
H (2.910205, 0.554163, 0.674185)
H (4.563565, -2.525420, 1.711918)
H (2.959706, -4.381977, 1.767416)

Atomic forces in eV per Å
-0.06 0.27 0.33
0.34 0.07 -0.01
-0.28 0.45 -0.76
0.02 -0.06 -0.01
0.08 0.05 0.13
-0.10 0.13 0.13
-0.07 0.01 0.03
0.09 0.02 0.12
-0.59 -0.63 -0.04
0.27 -0.13 0.07
0.04 -0.01 -0.05
0.14 -0.05 0.02
-0.18 0.12 -0.02
0.02 -0.06 -0.07
0.02 -0.07 0.04
0.02 0.00 0.08
0.01 -0.03 0.03
0.01 -0.02 0.08
-0.01 -0.04 0.04
0.00 -0.05 -0.04
-0.04 -0.03 -0.06
-0.02 -0.03 0.05
-0.07 0.02 -0.11
0.03 -0.04 -0.08
-0.04 -0.01 -0.03
-0.04 0.00 -0.02
0.02 0.05 -0.02
-0.11 -0.08 -0.03
0.02 0.06 0.02
0.04 0.04 0.00
0.04 0.05 0.05
0.01 0.05 0.01
-0.05 -0.02 -0.06
0.03 0.00 -0.05
0.06 0.01 0.00
0.07 0.01 0.02
-0.02 -0.02 -0.01
0.04 -0.01 -0.03
-0.03 0.04 -0.06
-0.02 0.00 -0.04
-0.03 -0.02 0.02
0.03 -0.03 0.00
0.08 0.27 0.76
0.12 -0.15 -0.43
-0.21 -0.19 0.03
-0.05 0.02 0.11
0.02 0.01 -0.01
0.08 0.01 -0.01
0.05 0.08 -0.18
0.03 0.00 0.00
-0.03 0.00 0.05
0.02 0.01 0.03
0.06 0.04 -0.01
-0.01 0.03 0.00
0.06 0.03 -0.01
-0.05 -0.04 0.01
0.08 -0.04 -0.11
-0.04 -0.11 -0.08
0.14 0.14 -0.06
-0.06 0.01 -0.06
-0.09 -0.28 0.15
-0.06 0.03 -0.07
-0.12 -0.02 -0.22
0.31 0.11 0.24
0.08 -0.07 -0.11
0.03 -0.03 -0.06
-0.03 0.12 0.13
0.38 -0.20 -0.01
-0.27 -0.03 -0.14
-0.08 -0.07 0.12
-0.06 0.08 0.10
0.01 0.05 0.02
0.03 0.03 0.00
0.03 0.04 -0.01
0.01 0.05 0.04
-0.05 -0.01 0.05
0.03 -0.04 0.06
-0.04 0.09 -0.07
-0.10 0.06 0.01
0.00 0.02 0.03
-0.06 -0.02 -0.03
0.00 0.06 0.11
0.01 -0.07 -0.04
0.05 0.00 -0.03

Results
Kohn-Sham gap (spin up / spin down) in eV: 5.18 / 5.27
HOMO (spin up / spin down) in eV: -9.98 / -10.08
E_LUMO (spin up / spin down) in eV: -4.8 / -4.8
Net charge: +1



C3H4FP | ωB97M-V with the def2-TZVPD basis set

Cartesian coordinates (Å):
C (-2.122295, 0.298831, -0.363222)
C (-1.033502, 0.102688, 0.124363)
C (0.263829, -0.160361, 0.694156)
F (2.204829, 1.900044, 2.938676)
P (0.910555, 1.252224, 3.605633)
H (-3.019958, 0.393909, -0.975182)
H (-0.013730, -0.303528, 1.731536)
H (0.829009, 0.789135, 0.627945)
H (0.922810, -0.964096, 0.348344)

Atomic forces in eV per Å
0.30 -0.23 -0.39
-1.34 -0.39 -1.74
0.31 1.20 0.66
0.12 0.03 -0.13
-0.07 0.13 0.45
0.69 0.06 0.81
0.72 -0.32 0.47
0.00 -0.49 0.18
-0.73 -0.01 -0.29

Results
Kohn-Sham gap (spin up / spin down) in eV: 7.16 / 7.44
HOMO (spin up / spin down) in eV: -8.38 / -8.55
E_LUMO (spin up / spin down) in eV: -1.2 / -1.1
Net charge: 0



C5H11NO | ωB97M-V with the def2-TZVPD basis set

Cartesian coordinates (Å):
C (-1.563587, -0.836014, 1.226963)
C (-0.225385, -1.114434, 1.918004)
C (-0.164531, -1.387131, 3.240785)
H (-1.551426, -1.424448, 0.271304)
H (-2.414114, -1.260807, 1.755370)
H (-1.750122, 0.207245, 0.915136)
H (0.711762, -0.975293, 1.340451)
H (0.787397, -1.722804, 3.685647)
H (-1.016025, -1.198496, 3.889114)
O (1.529606, -0.619643, -1.085473)
C (1.266481, 0.416313, -1.726641)
C (-0.156197, 0.895971, -1.869632)
N (-0.209585, 2.338821, -1.559012)
H (2.039493, 1.064363, -2.168765)
H (-0.332877, 0.795820, -2.959548)
H (-0.807395, 0.113442, -1.422784)
H (-1.105188, 2.717385, -1.927600)
H (-0.271947, 2.420752, -0.518336)

Atomic forces in eV per Å
0.79 -0.75 -1.29
-0.41 0.70 1.06
0.72 0.21 -1.13
0.10 0.58 0.58
0.01 0.30 0.48
0.24 -0.36 0.34
-0.80 -0.61 -0.01
-0.54 0.50 -0.07
-0.06 -0.58 -0.05
0.70 -1.30 0.58
-1.18 0.88 0.57
1.65 -0.65 -1.25
-1.32 -0.20 1.09
0.04 -0.07 -0.21
-0.52 0.42 -0.21
0.13 0.93 0.30
0.30 -0.08 0.19
0.17 0.09 -0.97

Results
Kohn-Sham gap (spin up / spin down) in eV: 2.96 / 7.63
HOMO (spin up / spin down) in eV: 0.80 / -3.95
⟨S²⟩: 0.75
E_LUMO (spin up / spin down) in eV: 3.8 / 3.7
Net charge: -1
Multiplicity: 2



no.,energy (a.u.),largest force on an atom (Eh/bohr)
1,-1643.104126,0.039
2,-305.743561,0.077
3,-666.503519,0.079
4,-10646.061301,0.018
5,-557.778483,0.043
6,-327.006608,0.042